[1]
{
  "formula": "C4H10FN2O2",
  "method": "the ωB97M-V functional and the def2-TZVPD basis",
  "spin_multiplicity": 1,
  "e_above_lowest_kj_mol": 470.7,
  "total_charge": -1,
  "energy_ha": -518.0240,
  "elements": ["C", "H", "F", "C", "C", "H", "H", "H", "C", "H", "H", "H", "N", "O", "O", "N", "H", "H", "H"],
  "xyz": [[-0.452850, -0.267346, -0.128471], [1.212166, -0.226779, -1.407967], [-1.459179, 0.701729, 1.520399], [0.852062, 0.508229, -0.097363], [-1.545225, 0.261728, -1.045458], [-2.509560, -0.237691, -0.866275], [-1.600407, 1.355951, -0.957748], [-1.268738, 0.064631, -2.092379], [-0.686322, -1.538871, 0.655739], [-1.771469, -1.724115, 0.696890], [-0.170855, -2.378832, 0.171307], [-0.263553, -1.456040, 1.665523], [1.903402, -0.070036, 0.759342], [2.659045, 0.700968, 1.372373], [2.186370, -1.279965, 0.639656], [0.757054, 1.891232, -0.100990], [1.696896, 2.362999, -0.011104], [0.133930, 2.268497, 0.601381], [0.327237, -0.936281, -1.374857]],
  "atomic_forces_ev_per_a": [[-0.625, -1.488, -1.251], [-1.462, 0.904, 2.698], [0.742, -0.020, -0.836], [2.386, -0.108, -0.475], [0.289, 0.321, -0.645], [0.424, 0.362, 0.240], [-0.293, -0.395, 0.284], [-0.233, 0.112, 0.352], [0.154, -0.064, 0.164], [0.468, 0.084, 0.115], [-0.196, 0.221, 0.132], [-0.328, 0.118, -0.259], [0.339, -0.019, -0.706], [-0.175, 0.107, -0.103], [-0.637, 0.264, 0.233], [1.116, 1.742, 0.254], [-1.527, -1.054, -0.081], [-0.196, -0.186, 0.357], [-0.245, -0.901, -0.473]]
}

[2]
{
  "formula": "C29H61F2N3O13P3S",
  "method": "the ωB97M-V functional and the def2-TZVPD basis",
  "spin_multiplicity": 1,
  "total_charge": 1,
  "energy_ha": -3905.5907,
  "elements": ["C", "C", "O", "C", "O", "C", "C", "C", "C", "C", "C", "O", "C", "N", "C", "C", "C", "C", "F", "C", "S", "C", "C", "C", "O", "C", "C", "O", "F", "N", "P", "P", "O", "O", "O", "C", "C", "C", "P", "O", "O", "O", "H", "H", "H", "H", "H", "H", "H", "H", "H", "H", "H", "H", "H", "H", "H", "H", "H", "H", "H", "H", "H", "H", "H", "H", "H", "H", "H", "H", "H", "H", "H", "H", "H", "H", "H", "H", "H", "H", "H", "H", "H", "H", "H", "H", "H", "H", "C", "O", "C", "C", "N", "C", "C", "O", "C", "H", "H", "H", "H", "H", "H", "H", "H", "H", "H", "H", "H", "H", "H", "H"],
  "xyz": [[-5.500319, 1.104295, 3.628720], [-5.725758, 0.235066, 2.340579], [-4.507516, 0.006745, 1.613919], [-3.939090, -1.221843, 1.899401], [-4.204052, -2.168942, 1.242829], [-2.987876, -1.419219, 3.108830], [-1.657038, -0.599932, 3.021164], [-0.693316, -0.958172, 1.858121], [0.878265, -1.100325, 2.139589], [1.044585, -1.814275, 3.513231], [0.165220, -2.965093, 4.068228], [-0.548830, -3.879192, 3.258413], [1.048662, -3.871102, 5.067038], [0.647417, -5.296858, 4.917056], [1.528789, 0.389673, 2.073509], [2.948042, 0.440152, 2.784411], [3.037613, 0.289413, 4.346758], [4.099808, 1.269032, 4.978104], [4.686327, 0.709763, 6.101669], [0.687776, 1.437499, 2.910104], [1.211846, 2.987761, 3.619112], [2.703630, 3.898113, 3.261012], [2.349908, 5.275285, 2.515875], [1.597842, 0.984771, 0.546348], [3.056895, 1.107537, 0.356109], [1.224616, 2.482565, 0.294948], [-0.188865, 3.087790, 0.229381], [-0.731862, 3.598389, 1.106947], [-0.853441, 3.283907, -0.976545], [1.350215, 0.067813, -0.601949], [0.111657, 0.602532, -1.872267], [-1.936809, 0.212850, -1.395424], [-2.677537, 0.658128, -2.596731], [-2.389212, -1.362836, -1.187806], [-2.559587, 1.028797, -0.147000], [1.129168, -1.388577, -0.380772], [1.516500, -2.021780, 1.011892], [0.875170, -3.468898, 0.788153], [3.312043, -2.490397, 1.057051], [3.938494, -2.757229, 2.354084], [3.587174, -3.898478, 0.184028], [4.343463, -1.449417, 0.256227], [-6.345277, 1.791731, 3.828975], [-4.598171, 1.741154, 3.479666], [-5.352101, 0.474464, 4.532521], [-6.423493, 0.815198, 1.699308], [-6.263636, -0.688069, 2.640907], [-3.535878, -0.983170, 3.982921], [-2.868394, -2.493025, 3.341037], [-1.994153, 0.459591, 2.891092], [-1.239054, -0.596675, 4.051316], [-0.745887, -0.091992, 1.139049], [-1.141082, -1.797329, 1.292747], [2.112331, -2.059890, 3.719100], [0.878668, -1.022777, 4.288002], [-0.616108, -2.567385, 4.771557], [-1.198538, -3.465775, 2.674797], [0.822385, -3.592692, 6.117274], [2.132213, -3.823288, 4.831417], [0.998717, -5.846759, 5.699151], [1.112136, -5.660483, 4.084347], [3.709837, -0.237764, 2.362585], [3.402659, 1.452939, 2.676950], [2.110903, 0.448388, 4.922557], [3.444196, -0.729796, 4.549642], [3.516408, 2.159000, 5.309322], [4.826379, 1.610007, 4.211809], [-0.288890, 1.570955, 2.381680], [0.346458, 0.870175, 3.810694], [3.533873, 3.476258, 2.653325], [3.193152, 4.224797, 4.206951], [1.266489, 5.356661, 2.297756], [2.904170, 5.319185, 1.546117], [2.707628, 6.138641, 3.114647], [3.374271, 1.988388, 0.590648], [1.773852, 3.223408, 0.920375], [1.661427, 2.698606, -0.717751], [2.163573, 0.102191, -1.238371], [0.396593, -0.292763, -2.959271], [-2.259486, -1.865488, -2.010538], [-3.514820, 1.108506, -0.361664], [0.085484, -1.687184, -0.595660], [1.724654, -1.971452, -1.129784], [1.290008, -4.179740, 1.529221], [-0.220811, -3.516759, 0.847523], [1.111520, -3.788586, -0.253214], [3.532067, -3.587959, -0.741907], [3.956569, -1.134232, -0.577068], [-3.705845, 0.438628, -8.655358], [-2.434459, -0.110284, -8.964319], [-1.572121, 0.802327, -9.639425], [-0.400127, 1.181825, -8.749270], [-0.835623, 2.021482, -7.634915], [0.187027, 2.218652, -6.612482], [0.640147, 0.987287, -5.824614], [-0.369023, 0.436931, -4.982276], [-1.234187, -0.496971, -5.620625], [-4.332267, -0.364905, -8.268170], [-3.625923, 1.214931, -7.888180], [-4.183481, 0.847893, -9.549442], [-2.108162, 1.687882, -9.993231], [-1.183644, 0.279360, -10.517784], [0.340668, 1.727703, -9.341078], [0.059695, 0.251784, -8.392298], [-1.643422, 1.594245, -7.198326], [-0.221102, 2.939799, -5.898121], [1.061334, 2.691260, -7.070895], [1.440568, 1.315088, -5.150965], [1.082091, 0.214811, -6.462398], [-0.731314, -1.051264, -6.415944], [-2.118993, 0.006753, -6.009808], [-1.574701, -1.209738, -4.866177]],
  "atomic_forces_ev_per_a": [[0.508, -0.150, -0.166], [-1.294, 1.338, 1.263], [0.251, -0.407, 0.680], [0.587, -0.427, 0.935], [-0.339, -0.819, -1.078], [-0.398, 1.499, 0.462], [-0.915, 0.831, 0.619], [0.436, 0.839, -0.869], [-0.891, -0.830, 0.240], [0.950, 1.279, 1.304], [-0.869, -0.744, 1.990], [0.455, 0.029, -1.045], [-0.320, -1.003, -0.623], [0.365, 0.315, 0.140], [-0.126, 0.288, 1.205], [0.795, 0.705, 0.366], [1.039, -0.731, 0.526], [-1.700, 0.492, -0.627], [0.002, 0.114, -0.688], [-1.430, -2.694, -0.744], [-0.699, 0.576, 1.587], [1.404, 2.129, -1.486], [0.443, -0.443, -0.288], [3.989, 1.338, 1.870], [-0.449, -0.274, -1.006], [-0.635, 0.727, -2.499], [-0.329, 0.173, -1.665], [-0.875, 0.759, 2.895], [1.586, -1.020, -0.157], [-1.450, -1.344, -1.446], [0.427, 2.334, -1.085], [-4.951, -1.198, -0.782], [1.607, 0.171, -0.352], [1.537, 1.038, 0.796], [1.621, -1.278, -0.347], [0.689, -2.389, 0.703], [-1.309, 0.210, -1.866], [0.264, -0.023, 0.237], [3.779, -1.446, 0.420], [-1.101, 0.518, 0.337], [-1.400, 2.622, -0.310], [-2.172, -0.651, -0.047], [0.332, -0.527, -0.207], [-0.578, -0.419, 0.124], [-0.024, 0.426, -0.548], [0.706, -0.558, 0.009], [0.593, 0.211, -0.539], [0.425, -0.327, -0.527], [-0.029, 0.503, -0.499], [0.269, -0.746, -0.013], [0.149, -0.269, -0.887], [-0.259, -0.670, 0.404], [0.492, 0.204, 0.342], [-0.754, -0.074, -0.732], [0.027, -0.577, -0.624], [0.670, 0.265, -0.708], [0.225, 0.231, 0.441], [0.430, 0.108, -0.719], [-0.500, 0.717, 0.287], [-0.028, 0.263, -0.129], [-0.337, -0.040, 0.267], [-0.610, 0.228, 0.075], [-0.675, -0.705, -0.545], [0.360, -0.224, -0.475], [-0.528, 0.650, 0.060], [0.656, -0.412, -0.070], [0.125, -0.495, 0.686], [0.881, 0.524, 0.235], [0.510, 0.564, -0.519], [-0.717, -0.388, 0.540], [-0.618, -0.830, -0.327], [0.630, 0.062, 0.307], [-0.446, 0.053, 0.616], [-0.433, -0.518, -0.362], [-0.106, -0.181, 0.111], [-0.461, -1.137, 0.284], [-0.443, -0.328, 0.632], [0.128, 0.648, 0.913], [-0.338, -0.280, 0.854], [-0.244, 0.252, 0.147], [0.280, 0.060, 0.282], [0.453, 0.566, 0.318], [-0.431, 0.888, 0.150], [-0.341, 0.259, -0.636], [0.472, 0.392, 0.176], [0.097, -0.020, 0.883], [0.326, -0.907, 0.105], [0.499, 0.165, 0.218], [0.077, -0.214, 0.016], [-0.184, 0.304, 0.047], [0.378, -0.325, -0.083], [-0.338, 0.104, 0.121], [0.262, -0.198, 0.004], [-0.394, 0.074, 0.057], [0.309, 0.363, 0.131], [0.270, -0.292, -0.087], [-0.208, 0.040, 0.252], [0.086, -0.019, -0.025], [-0.112, 0.129, -0.069], [-0.016, 0.076, 0.054], [-0.039, -0.003, 0.169], [-0.003, 0.040, -0.010], [-0.001, -0.003, 0.046], [0.089, -0.090, -0.203], [-0.030, 0.093, -0.082], [0.106, -0.035, 0.055], [0.019, -0.098, -0.019], [-0.026, 0.013, 0.018], [-0.186, -0.067, -0.052], [0.011, 0.118, -0.041], [-0.005, -0.118, -0.120], [0.025, 0.046, 0.021]]
}

[3]
{
  "formula": "C41H41CrN3O8P2S3",
  "method": "the ωB97M-V functional and the def2-TZVPD basis",
  "spin_multiplicity": 5,
  "s2": 6.014,
  "e_above_lowest_kj_mol": 2.9,
  "energy_ha": -5275.0651,
  "elements": ["Cr", "C", "S", "C", "C", "C", "N", "P", "C", "C", "C", "C", "C", "C", "C", "C", "C", "C", "C", "C", "P", "C", "C", "C", "C", "C", "C", "C", "C", "C", "C", "C", "C", "H", "H", "H", "H", "H", "H", "H", "H", "H", "H", "H", "H", "H", "H", "H", "H", "H", "H", "H", "H", "H", "H", "H", "H", "H", "H", "H", "H", "H", "O", "S", "O", "O", "C", "C", "C", "C", "C", "C", "S", "O", "O", "O", "H", "H", "H", "H", "O", "C", "N", "C", "O", "C", "C", "C", "C", "N", "C", "H", "H", "H", "H", "H", "H", "H", "H"],
  "xyz": [[0.674565, 0.930945, -1.186849], [-4.763905, -2.400067, 3.358744], [-3.479013, -3.625773, 3.688376], [-2.105791, -2.550792, 4.201144], [-1.103927, -2.248891, 3.090006], [-1.763868, -1.462631, 1.971274], [-0.876970, -1.063968, 0.862623], [0.413590, 0.025208, 1.085855], [1.883632, -0.881428, 1.650465], [1.975368, -2.263701, 1.733542], [3.183876, -2.868515, 2.054254], [4.310114, -2.095239, 2.284873], [4.231016, -0.710160, 2.187927], [3.026396, -0.107381, 1.867123], [-0.056788, 1.044683, 2.510612], [-1.125092, 1.923615, 2.331938], [-1.555906, 2.721188, 3.379012], [-0.923560, 2.645809, 4.612213], [0.136423, 1.769947, 4.798449], [0.569268, 0.969052, 3.752395], [-1.508963, -0.986228, -0.751961], [-3.240449, -0.448979, -0.526743], [-4.300822, -1.331355, -0.318473], [-5.583685, -0.846991, -0.116497], [-5.818410, 0.522389, -0.110220], [-4.770311, 1.405868, -0.319144], [-3.487611, 0.923519, -0.537928], [-1.722464, -2.744126, -1.188654], [-2.259429, -3.035435, -2.444070], [-2.380132, -4.346659, -2.869190], [-1.958943, -5.387480, -2.049301], [-1.418665, -5.107900, -0.804920], [-1.298590, -3.790999, -0.377902], [-5.656076, -2.948942, 3.061295], [-4.487159, -1.725932, 2.549374], [-4.990816, -1.827933, 4.257077], [-1.602639, -3.045474, 5.031324], [-2.535284, -1.625604, 4.591941], [-0.705186, -3.190738, 2.705655], [-0.267668, -1.691387, 3.517530], [-2.236108, -0.565815, 2.388999], [-2.558710, -2.078450, 1.548613], [1.105271, -2.873293, 1.528399], [3.243947, -3.947521, 2.117705], [5.251348, -2.567444, 2.533785], [5.109071, -0.101196, 2.360725], [2.972465, 0.974382, 1.779373], [-1.619737, 1.992689, 1.372891], [-2.372275, 3.412540, 3.218979], [-1.252518, 3.275970, 5.428353], [0.632349, 1.712712, 5.758742], [1.402035, 0.293664, 3.905163], [-4.130432, -2.402150, -0.320552], [-6.400961, -1.540143, 0.037211], [-6.820723, 0.897757, 0.051379], [-4.939504, 2.474624, -0.320623], [-2.679990, 1.621189, -0.715254], [-2.585447, -2.229420, -3.092594], [-2.799085, -4.558970, -3.843987], [-2.052631, -6.412343, -2.383344], [-1.095657, -5.913557, -0.158233], [-0.879850, -3.579299, 0.596483], [2.152913, 2.708251, -1.970322], [1.480605, 2.617281, -3.282070], [2.350264, 2.643715, -4.419383], [0.604616, 1.412043, -3.226486], [0.391099, 4.024936, -3.408802], [0.392265, 4.645761, -4.648717], [-0.415874, 5.746570, -4.893940], [-1.228483, 6.232782, -3.888507], [-1.233203, 5.615959, -2.644889], [-0.432488, 4.513561, -2.386947], [-0.548340, 3.885532, -0.706286], [0.621708, 4.293681, 0.014827], [-1.820979, 4.340509, -0.202984], [-0.617344, 2.393977, -0.883298], [1.045136, 4.257270, -5.416993], [-0.401449, 6.218287, -5.867177], [-1.862383, 7.092179, -4.062510], [-1.871258, 5.980963, -1.852454], [5.189642, 2.969206, -1.367803], [5.655680, 1.703909, -1.015857], [6.130449, 0.913669, -2.141307], [5.775825, -0.338191, -2.546090], [6.494540, -1.011601, -3.260756], [4.439444, -0.892089, -2.131409], [4.272265, -2.266359, -2.025697], [3.017944, -2.764260, -1.719621], [1.976503, -1.878006, -1.511082], [2.123694, -0.554534, -1.624165], [3.332652, -0.084954, -1.957459], [4.280302, 2.952630, -1.703833], [4.922950, 1.112235, -0.462098], [6.504807, 1.885391, -0.355011], [6.991846, 1.225169, -2.565464], [5.118710, -2.916443, -2.203573], [2.836047, -3.825904, -1.632808], [0.989079, -2.239959, -1.249043], [3.391803, 0.979395, -2.105320]],
  "atomic_forces_ev_per_a": [[-0.047, 0.134, -0.540], [0.017, 0.019, -0.030], [0.013, -0.004, 0.046], [-0.013, 0.033, -0.041], [-0.043, 0.020, 0.038], [-0.004, -0.040, -0.002], [-0.059, 0.051, 0.032], [-0.066, -0.057, 0.254], [0.032, 0.026, 0.005], [-0.037, 0.009, -0.009], [0.001, -0.015, 0.014], [0.013, 0.018, -0.004], [0.001, -0.018, 0.008], [0.037, -0.004, -0.051], [-0.059, -0.028, 0.017], [0.013, -0.011, 0.018], [0.010, -0.002, -0.001], [-0.015, 0.012, 0.002], [-0.001, 0.012, 0.009], [0.029, 0.006, -0.007], [0.045, 0.001, 0.111], [0.013, -0.028, 0.008], [-0.017, -0.032, -0.028], [-0.007, 0.014, -0.003], [-0.012, -0.014, 0.003], [0.013, 0.012, 0.009], [-0.032, -0.001, 0.038], [0.041, 0.000, 0.006], [0.004, 0.037, 0.003], [-0.005, -0.033, -0.002], [-0.012, -0.001, -0.020], [0.004, -0.002, 0.006], [-0.006, -0.002, -0.009], [0.003, -0.016, 0.006], [-0.037, 0.004, 0.019], [0.007, -0.001, 0.009], [-0.019, -0.042, -0.015], [0.015, 0.001, 0.027], [-0.003, -0.002, 0.022], [0.035, 0.035, -0.008], [-0.026, -0.030, 0.002], [0.031, 0.013, -0.009], [0.005, 0.008, -0.002], [0.001, -0.003, 0.000], [0.005, -0.004, -0.003], [0.004, 0.002, 0.000], [-0.003, -0.009, 0.000], [0.014, 0.050, -0.066], [-0.001, 0.003, 0.000], [-0.001, 0.002, 0.001], [-0.001, -0.002, 0.001], [-0.032, 0.001, 0.012], [0.013, 0.011, 0.000], [-0.007, 0.000, 0.007], [-0.005, 0.002, -0.002], [-0.015, 0.006, -0.006], [0.056, 0.028, -0.045], [0.007, 0.010, 0.000], [-0.001, -0.003, -0.005], [-0.001, -0.004, -0.001], [0.003, -0.005, 0.003], [0.007, -0.017, -0.005], [0.101, 0.033, -0.065], [-0.087, -0.025, 0.193], [0.044, 0.017, -0.065], [0.039, 0.078, 0.046], [0.087, -0.009, -0.019], [-0.005, 0.035, -0.064], [0.023, -0.024, 0.007], [-0.004, -0.012, 0.042], [-0.048, 0.052, 0.004], [-0.011, 0.032, 0.061], [-0.038, -0.087, 0.061], [0.060, 0.018, -0.015], [-0.042, 0.023, -0.027], [-0.074, -0.109, 0.055], [-0.007, 0.003, -0.004], [0.007, -0.004, -0.010], [-0.006, 0.002, 0.007], [0.004, -0.008, -0.006], [0.009, 0.018, -0.044], [0.008, 0.001, 0.080], [-0.108, -0.058, -0.018], [-0.026, 0.013, 0.024], [0.028, -0.009, -0.031], [-0.014, 0.053, 0.001], [0.007, -0.002, -0.008], [0.005, 0.022, 0.008], [-0.004, 0.004, -0.005], [0.154, -0.132, -0.042], [0.013, -0.075, 0.029], [-0.083, -0.102, 0.024], [0.006, 0.023, -0.025], [-0.007, -0.010, -0.001], [0.030, -0.015, -0.009], [0.005, 0.000, 0.001], [0.012, -0.011, 0.000], [0.013, 0.018, -0.012], [0.004, 0.097, 0.008]]
}